Record 1
Density functional theory data (the ωB97M-V functional and the def2-TZVPD basis) for C19H19Cl3N5OPtS as an isolated structure at a distorted geometry.

Each line ends with the natural charge from an NBO analysis.
Positions of all 49 atoms, in Å:
Pt -0.176 0.097 -0.037  0.61
N 0.044 -0.352 2.305  -0.84
C -0.882 -1.385 2.660  0.21
C -1.316 -1.579 3.945  -0.23
C -2.192 -2.634 4.257  -0.19
C -2.618 -3.495 3.285  -0.17
C -2.226 -3.300 1.943  -0.08
C -2.663 -4.121 0.882  -0.10
C -2.293 -3.816 -0.399  -0.27
C -1.490 -2.689 -0.633  0.09
N -1.034 -1.927 0.339  -0.53
C -1.370 -2.219 1.623  0.11
H 0.958 -0.738 2.103  0.41
H 0.140 0.330 3.046  0.40
H -0.969 -0.923 4.734  0.22
H -2.510 -2.772 5.281  0.23
H -3.272 -4.323 3.525  0.23
H -3.294 -4.975 1.096  0.23
H -2.612 -4.422 -1.236  0.23
H -1.227 -2.402 -1.643  0.23
C -0.297 3.059 0.341  -0.75
C -1.175 1.841 0.157  0.48
O -2.371 1.888 0.138  -0.58
H -0.914 3.960 0.391  0.22
H 0.411 3.116 -0.484  0.24
H 0.282 2.968 1.261  0.24
Cl 5.673 1.154 0.874  0.09
C 4.860 0.105 -0.309  -0.22
Cl 5.141 0.696 -1.953  0.10
Cl 5.448 -1.563 -0.142  0.09
C 3.435 0.123 -0.029  0.28
N 2.310 0.136 0.198  -0.35
C -3.839 3.805 -3.047  -0.66
C -3.524 2.354 -2.933  0.33
C -4.448 1.357 -2.814  -0.32
C -3.990 0.035 -2.682  0.36
N -2.693 -0.245 -2.595  -0.49
C -1.803 0.732 -2.644  0.33
S -0.114 0.472 -2.433  -0.18
N -2.217 2.005 -2.906  -0.52
C -4.933 -1.116 -2.620  -0.66
H -4.879 3.957 -3.320  0.25
H -3.198 4.291 -3.783  0.24
H -3.664 4.277 -2.077  0.26
H -5.504 1.578 -2.819  0.24
H -1.503 2.717 -2.978  0.44
H -5.962 -0.801 -2.771  0.23
H -4.841 -1.605 -1.649  0.25
H -4.658 -1.848 -3.380  0.25

Summary:
- lowest unoccupied orbital energy (alpha / beta) (eV) = -2.99 / -2.99
- relative energy (zero: lowest compared OMol25 entry of this formula, charge and spin) (kJ/mol) = 192.6
- charge = +1
- Kohn-Sham gap (alpha / beta) (eV) = 6.7 / 6.7
- total energy (a.u.) = -2982.31165



Record 2
Density functional theory data (the ωB97M-V functional and the def2-TZVPD basis) for C19H19ClIN2O5Tc as an isolated structure at a distorted geometry.

Each line ends with the natural charge from an NBO analysis.
Positions of all 48 atoms, in Å:
Tc -0.436 -0.035 0.269  1.15
N 0.481 -1.880 -0.511  -0.71
C 1.897 -1.930 -0.088  -0.32
C 2.458 -0.541 -0.347  0.65
O 3.606 -0.374 -0.754  -0.64
N 1.512 0.383 -0.144  -0.56
C 1.611 1.637 -0.873  -0.37
C 0.539 1.583 -1.993  0.79
O 0.621 2.331 -2.958  -0.65
O -0.379 0.684 -1.793  -0.76
H 0.015 -2.753 -0.305  0.40
H 0.446 -1.737 -1.519  0.41
H 2.480 -2.662 -0.647  0.21
H 1.935 -2.161 0.976  0.22
H 2.595 1.759 -1.318  0.24
H 1.364 2.491 -0.244  0.24
I -6.763 5.387 -2.159  0.12
C -5.457 4.247 -1.013  -0.27
C -5.726 3.861 0.259  -0.59
C -3.393 4.035 1.488  -0.44
C -2.288 3.722 0.707  -0.29
C -3.039 3.090 -0.687  -0.25
C -4.077 4.013 -1.391  -0.18
C -1.692 2.498 1.282  0.81
O -2.194 1.890 2.321  -0.61
O -0.734 1.949 0.725  -0.65
H -5.351 4.578 2.197  -0.15
H -5.331 2.950 2.506  0.08
H -2.277 2.848 -1.428  0.25
H -3.712 4.437 -2.321  0.19
Cl -4.777 3.431 1.380  1.35
C -4.339 1.945 1.132  -0.43
C -3.760 1.172 2.223  0.06
C -3.543 -0.203 1.970  -0.46
C -2.897 -0.490 0.747  -0.02
C -1.980 -1.588 0.524  -0.50
C -2.975 0.416 -0.322  -0.10
C -3.823 1.615 -0.233  -0.33
H -4.305 1.468 3.126  0.21
H -3.794 -0.968 2.688  0.21
H -2.116 -2.079 -0.441  0.20
H -1.942 -2.298 1.350  0.22
H -2.709 0.083 -1.316  0.24
H -4.646 1.551 -0.948  0.27
C 0.061 -0.546 2.254  -0.88
H 0.360 -1.589 2.440  0.18
H -0.797 -0.331 2.901  0.24
H 0.882 0.098 2.591  0.22

Summary:
- lowest unoccupied orbital energy (alpha / beta) (eV) = 1.56 / 1.51
- relative energy (zero: lowest compared OMol25 entry of this formula, charge and spin) (kJ/mol) = 2515.7
- charge = -1
- spin multiplicity = 4
- Kohn-Sham gap (alpha / beta) (eV) = 5.6 / 5.8
- total energy (a.u.) = -2059.01128



Record 3
Density functional theory data (the ωB97M-V functional and the def2-TZVPD basis) for one molecule with the formula C19H19ClN6O4 at a distorted geometry.

Each line ends with the natural charge from an NBO analysis.
Positions of all 49 atoms, in Å:
C 0.886 6.099 -2.684  -0.25
O 1.108 4.736 -2.416  -0.51
C 0.625 3.814 -3.294  0.40
C -0.084 4.109 -4.454  -0.35
C -0.522 3.075 -5.265  -0.17
C -0.272 1.753 -4.953  -0.27
C 0.437 1.458 -3.792  0.17
N 0.746 0.150 -3.400  -0.62
C 0.360 -1.013 -3.961  0.67
O -0.329 -1.165 -4.944  -0.60
C 0.931 -2.230 -3.194  -0.31
N 0.710 -2.124 -1.783  -0.20
N 1.410 -1.230 -1.038  -0.11
N 1.012 -1.291 0.168  -0.19
C 0.036 -2.216 0.278  -0.14
C -0.710 -2.565 1.483  0.67
O -1.613 -3.390 1.448  -0.65
N -0.295 -1.875 2.577  -0.61
C -0.763 -1.937 3.883  0.19
C -1.792 -2.777 4.280  -0.26
C -2.198 -2.780 5.606  -0.05
Cl -3.481 -3.831 6.090  0.00
C -1.596 -1.960 6.540  -0.24
C -0.566 -1.118 6.145  -0.27
C -0.140 -1.094 4.829  0.26
O 0.863 -0.303 4.339  -0.51
C 1.530 0.561 5.227  -0.25
C -0.184 -2.763 -0.996  0.39
N -1.019 -3.760 -1.351  -0.80
C 0.881 2.484 -2.969  -0.32
H 1.354 6.640 -1.862  0.20
H -0.182 6.336 -2.709  0.18
H 1.349 6.405 -3.627  0.18
H -0.298 5.127 -4.734  0.22
H -1.071 3.310 -6.164  0.22
H -0.618 0.960 -5.591  0.25
H 1.285 0.077 -2.536  0.43
H 0.469 -3.141 -3.577  0.24
H 2.010 -2.272 -3.378  0.24
H 0.464 -1.221 2.425  0.44
H -2.264 -3.419 3.555  0.27
H -1.921 -1.972 7.568  0.23
H -0.105 -0.483 6.885  0.22
H 2.274 1.080 4.624  0.20
H 2.033 0.007 6.025  0.18
H 0.845 1.293 5.665  0.18
H -1.364 -3.804 -2.296  0.40
H -1.661 -4.011 -0.607  0.44
H 1.430 2.270 -2.065  0.22

Summary:
- lowest unoccupied orbital energy (eV) = 0.63
- relative energy (zero: lowest compared OMol25 entry of this formula, charge and spin) (kJ/mol) = 0.0
- Kohn-Sham gap (eV) = 8.8
- SMILES = COc1cccc(NC(=O)Cn2nnc(C(=O)Nc3cc(Cl)ccc3OC)c2N)c1
- total energy (a.u.) = -1825.14631



Record 4
Density functional theory data (the ωB97M-V functional and the def2-TZVPD basis) for C19H19F4LiN4 as an isolated structure at a distorted geometry.

Each line ends with the natural charge from an NBO analysis.
Positions of all 47 atoms, in Å:
Li -0.038 0.057 -0.803  0.86
C 1.263 2.469 -1.801  -0.44
N 0.813 1.176 -2.325  -0.50
C -0.095 1.497 -3.435  -0.41
C 1.866 0.269 -2.686  -0.22
C 2.689 -0.036 -1.451  -0.25
N 1.797 -0.339 -0.335  -0.80
C 2.345 -0.692 0.847  0.10
C 1.677 -1.455 1.812  0.27
F 0.418 -2.037 1.553  -0.37
C 2.216 -1.911 2.994  0.34
F 1.415 -2.599 3.861  -0.32
C 3.515 -1.654 3.418  -0.40
C 4.205 -0.841 2.571  0.33
F 5.473 -0.456 2.907  -0.32
C 3.655 -0.360 1.408  0.26
F 4.467 0.395 0.608  -0.34
H 1.809 3.067 -2.490  0.18
H 1.965 2.381 -0.949  0.23
H 0.450 3.044 -1.415  0.20
H 0.518 1.791 -4.300  0.17
H -0.721 2.306 -3.174  0.21
H -0.599 0.531 -3.842  0.20
H 2.445 0.690 -3.542  0.18
H 1.335 -0.686 -3.056  0.18
H 3.452 0.824 -1.343  0.18
H 3.407 -0.825 -1.711  0.19
H 3.856 -1.936 4.399  0.24
N -1.290 -1.574 -0.995  -0.89
C -2.497 -1.207 -0.415  0.26
C -3.710 -1.715 -0.821  -0.29
C -4.910 -1.324 -0.213  -0.17
C -4.857 -0.404 0.822  -0.22
C -3.627 0.213 1.171  -0.08
C -3.542 1.109 2.199  -0.12
C -2.300 1.606 2.512  -0.26
C -1.143 1.211 1.807  0.08
N -1.214 0.357 0.838  -0.48
C -2.406 -0.245 0.601  0.10
H -1.445 -2.153 -1.801  0.39
H -0.474 -1.834 -0.408  0.44
H -3.642 -2.532 -1.456  0.21
H -5.870 -1.773 -0.588  0.23
H -5.796 0.090 1.176  0.22
H -4.568 1.406 2.583  0.23
H -2.147 2.418 3.249  0.23
H -0.161 1.683 2.018  0.21

Summary:
- lowest unoccupied orbital energy (eV) = -0.30
- Kohn-Sham gap (eV) = 6.5
- total energy (a.u.) = -1361.43039



Record 5
Density functional theory data (the ωB97M-V functional and the def2-TZVPD basis) for C19H19N3O as an isolated structure at a distorted geometry.

Each line ends with the natural charge from an NBO analysis.
Positions of all 42 atoms, in Å:
C -7.214 -0.700 -0.595  -0.64
C -5.804 -1.396 -1.063  -0.40
C -5.232 -2.174 0.030  -0.32
H -4.473 -2.845 -0.356  0.23
H -6.119 -3.173 0.210  0.16
C -5.010 -1.556 1.347  -0.54
C -4.033 -0.617 1.134  0.09
C -3.130 0.342 0.538  -0.07
C -2.186 1.304 0.212  -0.14
C -0.731 0.952 0.403  -0.20
C 0.087 2.176 0.066  -0.02
C -0.453 3.305 -0.491  0.03
N -1.613 3.296 -0.607  -0.39
C -2.483 2.633 -0.124  0.08
H -3.560 2.793 -0.386  0.17
H 0.265 3.966 -0.539  0.20
C 1.660 1.636 0.185  0.61
O 2.335 2.653 0.508  -0.67
N 2.132 0.634 -0.240  -0.35
N 3.232 0.018 -0.095  -0.26
C 4.279 0.603 -0.005  0.02
C 5.490 0.027 0.182  -0.03
C 6.764 0.750 0.404  -0.16
C 7.939 0.064 0.471  -0.20
C 8.091 -1.148 -0.316  -0.19
C 7.029 -2.004 -0.406  -0.27
C 5.723 -1.595 -0.349  -0.11
H 4.847 -1.785 -0.627  0.19
H 6.939 -3.101 -0.574  0.23
H 9.092 -1.842 -0.042  0.21
H 8.907 0.678 0.497  0.22
H 6.666 1.650 0.511  0.18
H 4.373 1.691 0.410  0.20
H 1.299 -0.267 -0.486  0.38
H -0.487 -0.025 0.808  0.23
H -5.774 -0.755 1.772  0.27
H -4.526 -2.151 1.873  0.24
H -6.131 -1.996 -1.669  0.20
H -5.234 -0.588 -1.315  0.22
H -7.790 -0.047 -1.444  0.22
H -7.917 -1.508 -0.184  0.21
H -7.249 0.100 0.352  0.20

Summary:
- lowest unoccupied orbital energy (eV) = -0.76
- relative energy (zero: lowest compared OMol25 entry of this formula, charge and spin) (kJ/mol) = 2189.8
- Kohn-Sham gap (eV) = 7.5
- total energy (a.u.) = -974.15724



Record 6
Density functional theory data (the ωB97M-V functional and the def2-TZVPD basis) for C19H19N3O2PPt as an isolated structure at a distorted geometry.

Each line ends with the natural charge from an NBO analysis.
Positions of all 45 atoms, in Å:
Pt -0.342 -0.169 0.033  0.67
N 1.032 -1.726 -0.226  -0.79
C 0.649 -3.092 0.149  0.22
C 1.561 -4.130 0.122  -0.25
C 1.093 -5.419 0.335  -0.16
C -0.259 -5.659 0.537  -0.19
C -1.162 -4.608 0.561  -0.16
C -0.699 -3.306 0.399  -0.42
P -1.718 -1.815 0.516  1.18
C -1.896 -1.541 2.304  -0.42
C -2.498 -0.351 2.720  -0.19
C -2.581 -0.052 4.069  -0.20
C -2.061 -0.931 5.012  -0.18
C -1.462 -2.112 4.603  -0.21
C -1.374 -2.419 3.251  -0.16
C -3.374 -2.082 -0.102  -0.46
C -3.601 -1.922 -1.470  -0.16
C -4.860 -2.159 -1.992  -0.20
C -5.891 -2.556 -1.150  -0.16
C -5.669 -2.712 0.211  -0.22
C -4.411 -2.473 0.743  -0.12
H 1.933 -1.460 0.161  0.41
H 1.158 -1.753 -1.239  0.42
H 2.607 -3.949 -0.091  0.23
H 1.788 -6.248 0.314  0.24
H -0.609 -6.672 0.678  0.24
H -2.218 -4.789 0.721  0.24
H -2.907 0.342 1.993  0.24
H -3.046 0.873 4.382  0.24
H -2.132 -0.696 6.065  0.23
H -1.063 -2.801 5.335  0.23
H -0.907 -3.347 2.951  0.21
H -2.795 -1.595 -2.117  0.22
H -5.040 -2.026 -3.050  0.23
H -6.877 -2.736 -1.557  0.23
H -6.479 -3.013 0.861  0.23
H -4.244 -2.583 1.807  0.22
N 1.078 1.187 1.122  -0.67
N 0.239 2.264 1.476  -0.53
C -0.995 2.479 0.823  0.86
O -1.598 3.496 1.027  -0.59
O -1.379 1.507 0.021  -0.73
H 1.313 0.698 1.980  0.39
H 1.931 1.486 0.654  0.39
H 0.659 3.068 1.915  0.40

Summary:
- lowest unoccupied orbital energy (eV) = -3.28
- relative energy (zero: lowest compared OMol25 entry of this formula, charge and spin) (kJ/mol) = 0.0
- charge = +1
- Kohn-Sham gap (eV) = 8.7
- total energy (a.u.) = -1510.66698



Record 7
Density functional theory data (the ωB97M-V functional and the def2-TZVPD basis) for C19H19N3O3PtS5 as an isolated structure.

Each line ends with the natural charge from an NBO analysis.
Positions of all 50 atoms, in Å:
Pt 0.417 -0.601 -0.274  0.96
C -0.404 2.726 2.550  -0.68
C 0.203 1.497 1.935  0.35
N -0.144 1.160 0.731  -0.34
N -1.045 1.992 0.102  -0.35
C -1.225 1.759 -1.148  -0.08
S -0.340 0.613 -2.115  -0.12
S -2.387 2.827 -1.939  0.28
C -3.317 1.628 -2.960  -0.56
C -4.121 0.666 -2.129  0.04
C -5.366 1.040 -1.632  -0.24
C -6.094 0.177 -0.826  -0.21
C -5.582 -1.073 -0.503  -0.22
C -4.345 -1.458 -1.000  -0.19
C -3.621 -0.594 -1.812  -0.25
C 1.139 0.685 2.698  -0.14
C 1.153 0.726 4.099  -0.17
C 2.032 -0.052 4.820  -0.23
C 2.933 -0.884 4.154  -0.17
C 2.936 -0.952 2.777  -0.24
C 2.045 -0.169 2.040  0.33
O 2.112 -0.211 0.707  -0.60
H -0.403 3.540 1.830  0.26
H 0.137 3.028 3.441  0.22
H -1.449 2.535 2.800  0.25
H -2.636 1.116 -3.636  0.24
H -3.964 2.270 -3.560  0.24
H -5.765 2.020 -1.873  0.21
H -7.062 0.481 -0.449  0.21
H -6.148 -1.745 0.128  0.21
H -3.937 -2.432 -0.760  0.22
H -2.661 -0.908 -2.202  0.23
H 0.452 1.356 4.630  0.22
H 2.016 -0.023 5.901  0.22
H 3.620 -1.496 4.723  0.22
H 3.601 -1.609 2.232  0.24
S -0.516 -4.997 0.208  0.01
C -0.103 -3.448 0.084  -0.56
S 0.046 -2.264 1.328  0.08
S 0.215 -2.580 -1.405  0.06
N 5.382 0.345 -2.793  -0.86
C 5.279 -1.050 -2.371  -0.35
C 3.871 -1.367 -1.880  0.78
O 3.620 -2.287 -1.158  -0.57
O 2.931 -0.536 -2.362  -0.69
H 6.153 0.494 -3.428  0.38
H 5.514 0.959 -1.998  0.37
H 3.405 0.154 -2.866  0.51
H 5.984 -1.364 -1.600  0.21
H 5.440 -1.689 -3.241  0.22

Summary:
- lowest unoccupied orbital energy (alpha / beta) (eV) = -2.04 / -2.04
- Kohn-Sham gap (alpha / beta) (eV) = 5.9 / 5.9
- total energy (a.u.) = -3235.66086



Record 8
Density functional theory data (the ωB97M-V functional and the def2-TZVPD basis) for one molecule with the formula C19H19N3O4S at a distorted geometry.

Each line ends with the natural charge from an NBO analysis.
Positions of all 46 atoms, in Å:
C 1.903 4.903 0.424  -0.25
O 1.447 3.605 0.122  -0.50
C 0.777 2.912 1.076  0.40
C 0.486 3.379 2.354  -0.33
C -0.209 2.574 3.242  -0.17
C -0.623 1.306 2.885  -0.28
C -0.333 0.845 1.605  0.22
N -0.751 -0.446 1.222  -0.40
C -0.019 -1.473 0.672  0.29
C 1.440 -1.409 0.367  -0.11
O 1.754 -0.657 -0.781  -0.52
C 1.494 -1.175 -2.028  0.36
C 0.862 -2.386 -2.264  -0.31
C 0.662 -2.813 -3.567  -0.20
C 1.085 -2.041 -4.631  -0.24
C 1.712 -0.829 -4.389  -0.19
C 1.926 -0.377 -3.099  -0.09
C 2.602 0.931 -2.823  -0.62
N -0.776 -2.520 0.511  -0.26
N -2.014 -2.223 0.928  -0.33
C -1.996 -0.990 1.358  0.18
S -3.378 -0.159 1.989  0.31
C -4.524 -1.560 1.862  -0.63
C -3.921 -2.783 2.526  0.81
O -3.252 -2.768 3.521  -0.60
O -4.299 -3.892 1.898  -0.68
C 0.358 1.634 0.704  -0.32
H 2.407 5.253 -0.476  0.20
H 1.072 5.576 0.658  0.18
H 2.613 4.896 1.256  0.18
H 0.794 4.364 2.669  0.22
H -0.426 2.945 4.232  0.22
H -1.155 0.680 3.582  0.24
H 1.818 -2.435 0.287  0.21
H 1.955 -0.892 1.184  0.22
H 0.504 -2.993 -1.447  0.24
H 0.168 -3.757 -3.741  0.21
H 0.929 -2.375 -5.645  0.21
H 2.043 -0.220 -5.218  0.21
H 1.901 1.642 -2.387  0.22
H 3.409 0.791 -2.105  0.22
H 3.005 1.356 -3.738  0.21
H -5.432 -1.258 2.385  0.26
H -4.738 -1.771 0.815  0.25
H -3.868 -4.668 2.289  0.50
H 0.590 1.279 -0.286  0.25

Summary:
- lowest unoccupied orbital energy (eV) = 0.59
- relative energy (zero: lowest compared OMol25 entry of this formula, charge and spin) (kJ/mol) = 175.7
- Kohn-Sham gap (eV) = 9.0
- SMILES = COc1cccc(-n2c(COc3ccccc3C)nnc2SCC(=O)O)c1
- total energy (a.u.) = -1598.83754